Entry from the Open Molecules 2025 dataset: an isolated molecule of C4H10N2O2 in a non-equilibrium geometry (ωB97M-V with the def2-TZVPD basis set).

Output
calculated total energy = -418.2507 hartree
energy relative to the best compared isomer or geometry (same formula, charge and spin) = 5.722 eV
Kohn-Sham gap (alpha / beta) = 7.2 / 7.2 eV

Structure (XYZ):
```
18
C4H10N2O2 (ωB97M-V with the def2-TZVPD basis set)
C 0.22289 -0.35617 2.15414
C -0.46468 1.64691 -1.25195
C 0.55480 -1.43021 -1.29785
N -0.85612 0.53091 1.78349
N 0.37590 0.89060 -0.35473
C 0.09613 -0.52744 -0.12524
O 0.91294 -0.86436 1.00216
O -1.19471 -0.67786 0.15372
H -1.73492 0.06781 2.02140
H 1.36774 1.09182 -0.41221
H 0.96616 0.23417 2.70226
H -0.13052 -1.20680 2.74005
H -1.50276 1.46187 -0.98538
H -0.31930 1.36927 -2.30473
H -0.24327 2.70748 -1.13534
H -0.05381 -1.20322 -2.16891
H 1.60956 -1.27037 -1.51103
H 0.39397 -2.46440 -1.00984
```